ORCA calculation (ωB97M-V/def2-TZVPD) on a 18-piece molecular cluster, C44H135N11O18 overall in a non-equilibrium geometry.

The geometry in XYZ format:
```
208
Properties=species:S:1:pos:R:3:forces:R:3
C 0.121862 -6.447127 -0.195476 -0.30 -0.07 0.06
C 1.368558 -7.260913 -0.083987 0.56 -1.58 0.88
C 1.144047 -8.819316 0.204698 -0.65 1.51 0.07
O 0.422488 -9.206723 1.396898 0.34 0.57 -1.03
C 0.925340 -8.653123 2.601519 -0.15 -0.46 -0.27
N 2.145439 -7.155961 -1.307236 -0.43 -0.42 -0.13
H -0.263267 -6.252136 0.805401 -0.54 -0.15 -0.17
H -0.552713 -6.977420 -0.867678 -0.43 -0.04 0.30
H 0.279452 -5.479283 -0.671449 0.35 0.11 0.07
H 2.034795 -6.862551 0.681221 -0.34 0.07 0.82
H 2.115400 -9.312028 0.162005 0.27 -0.06 0.26
H 0.574915 -9.168412 -0.656880 -0.19 -0.23 0.16
H 0.567358 -7.638672 2.777126 0.12 0.17 -0.11
H 2.014580 -8.693844 2.604006 0.16 0.14 0.15
H 0.540994 -9.288216 3.399665 0.08 0.04 0.07
H 2.415492 -6.184642 -1.246250 0.54 0.12 -0.79
H 2.986207 -7.675349 -1.098791 0.48 -0.06 -0.43
C -7.223544 -2.018612 -2.358061 0.31 -0.66 0.88
C -6.030420 -1.427574 -3.140229 -1.15 -1.11 -1.19
C -4.991304 -2.570968 -3.627493 -1.13 1.32 1.61
O -4.432442 -3.242593 -2.485472 0.22 0.13 -0.76
C -3.236266 -3.926394 -2.825866 0.00 -0.59 -0.51
N -6.716814 -0.784610 -4.305171 0.73 -0.22 0.63
H -6.835375 -2.781673 -1.683405 -0.16 -0.04 0.21
H -8.036224 -2.476851 -2.921693 0.48 -0.35 -0.78
H -7.824723 -1.322346 -1.773344 0.65 0.56 0.16
H -5.576263 -0.690256 -2.478272 0.42 0.03 -0.36
H -4.198432 -2.115418 -4.220724 0.10 0.16 -0.06
H -5.559211 -3.255166 -4.257938 0.00 -0.28 -0.07
H -3.365955 -4.607089 -3.667250 -0.48 -0.15 -0.27
H -2.892129 -4.580699 -2.024896 -0.16 0.48 0.34
H -2.427813 -3.278948 -3.165443 0.03 0.47 0.36
H -7.399447 -1.465316 -4.606424 -0.13 0.10 -0.29
H -6.115703 -0.605073 -5.096708 0.31 0.13 -0.01
C 4.730910 2.098720 1.947335 1.65 0.98 -1.21
C 5.228458 1.551554 0.554182 -1.10 2.30 0.93
C 6.591686 0.886142 0.535836 -0.18 0.07 -0.12
O 7.677055 1.762072 0.783969 0.46 0.73 0.69
C 8.905387 1.094060 1.140796 -1.47 -0.35 -0.49
N 4.223001 0.605528 0.172327 0.63 -1.62 -0.48
H 3.683806 2.401478 1.946689 -0.18 -0.67 -0.19
H 5.217247 3.056789 2.130867 0.51 -0.12 0.53
H 4.988892 1.345393 2.691672 -0.29 0.18 0.30
H 5.267114 2.329765 -0.208052 -0.05 0.48 0.17
H 6.671030 0.502243 -0.481228 0.23 -0.57 -0.05
H 6.515871 0.084157 1.270119 0.49 -0.42 0.15
H 8.687493 0.499172 2.027775 0.27 -0.42 -0.02
H 9.753632 1.735437 1.380025 -0.55 0.62 -0.20
H 9.170856 0.489878 0.273273 0.33 -0.45 0.20
H 3.282963 0.857474 0.442408 0.21 0.54 -0.13
H 4.381013 -0.109197 0.868234 -0.28 -1.01 -0.29
C -2.192363 2.822193 2.234810 -0.61 0.72 0.61
C -3.641138 3.424889 2.447967 0.09 -0.14 -0.86
C -3.868551 4.349887 3.683696 1.64 -0.54 -0.92
O -3.000539 5.481703 3.584307 -0.22 -0.85 -2.64
C -2.797434 6.278439 4.670424 -0.64 -0.58 2.50
N -4.136974 4.001993 1.122688 1.15 -0.59 1.88
H -1.396034 3.547341 2.067144 -0.32 0.43 -0.57
H -2.237416 2.092397 1.426438 0.02 0.15 -0.13
H -1.776479 2.315365 3.105591 -0.60 -0.30 0.34
H -4.250359 2.541158 2.637633 -0.31 -0.02 0.16
H -3.608706 3.668654 4.493947 0.17 0.35 0.74
H -4.919722 4.619678 3.785394 -0.14 0.27 -0.08
H -3.759393 6.451186 5.153020 -0.23 0.43 0.30
H -2.298687 7.241127 4.558286 -0.01 -0.22 -0.99
H -2.212962 5.697647 5.383989 0.26 0.17 0.48
H -4.886183 4.625963 1.386231 -0.36 0.20 -0.20
H -3.363053 4.617953 0.918358 0.05 0.49 -0.62
C -0.727030 -2.020425 -0.727632 0.52 1.73 0.03
C 0.399665 -0.947280 -0.673503 0.14 -0.15 -0.85
C 0.506121 -0.141520 0.612471 -0.48 -0.55 1.01
O 1.531374 0.823364 0.688720 0.11 0.82 -0.99
C 1.445197 1.938232 -0.208523 0.06 0.61 -0.33
N 1.712287 -1.576511 -0.902863 -0.62 0.48 0.50
H -0.601196 -2.727890 0.091972 -0.31 -0.14 -0.15
H -0.741339 -2.483607 -1.714219 0.39 -0.32 0.14
H -1.664369 -1.464979 -0.696497 -0.33 -0.28 0.50
H 0.221736 -0.210205 -1.456553 -0.36 0.07 -0.35
H 0.766043 -0.813414 1.430451 -0.07 -0.27 0.07
H -0.429554 0.326164 0.918865 -0.36 0.02 -0.37
H 1.323508 1.713913 -1.268224 -0.52 -0.63 0.12
H 2.379052 2.498943 -0.248573 0.33 -0.26 0.59
H 0.716554 2.697602 0.075259 -0.45 -0.29 0.22
H 2.366556 -0.845169 -0.663774 0.73 -0.15 -0.12
H 1.851024 -1.799112 -1.878215 -0.05 -0.08 -0.14
C 0.990177 -0.911436 -6.328667 -0.69 -1.05 0.04
C -0.038376 0.194676 -6.137806 0.72 -0.16 1.01
C -0.809298 0.120928 -4.766892 0.38 -0.11 -0.97
O -1.541362 1.325690 -4.600680 -0.67 -0.52 0.36
C -2.264835 1.424206 -3.375667 0.81 -0.33 0.79
N 0.732810 1.446565 -6.186199 -0.94 0.08 0.28
H 1.695343 -0.996466 -5.501860 0.22 0.43 -0.05
H 1.483403 -0.787962 -7.292818 0.26 0.28 0.20
H 0.545937 -1.905208 -6.384986 -0.35 -0.13 0.02
H -0.748617 0.129506 -6.962073 -0.16 0.34 0.01
H -0.077222 0.004277 -3.967802 0.21 0.07 0.26
H -1.486541 -0.732391 -4.731016 -0.20 -0.24 -0.06
H -2.868980 2.328166 -3.298419 0.03 -0.25 -0.67
H -1.538365 1.535403 -2.570700 0.16 -0.07 0.27
H -2.868689 0.555659 -3.112836 -0.15 -0.36 -0.50
H 1.550116 1.329945 -5.604387 0.48 -0.33 0.01
H 0.178696 2.027857 -5.573703 -0.11 1.13 -0.36
C -1.854462 -1.092012 3.118408 -1.03 0.91 1.41
C -3.301957 -1.080218 3.746479 -0.29 -2.70 -1.89
C -4.300813 -0.888310 2.593773 0.10 0.33 -0.51
O -4.011227 -1.794547 1.493361 -0.02 0.66 1.93
C -4.617222 -1.401679 0.307624 -0.68 -0.32 -0.45
N -3.608555 -2.385949 4.407414 0.16 0.26 0.76
H -1.842749 -0.161181 2.551388 0.61 0.16 0.08
H -1.475783 -1.887440 2.476535 -0.78 -0.29 0.24
H -1.263937 -1.036159 4.032871 0.75 0.18 -0.39
H -3.343437 -0.284915 4.490708 -0.13 0.16 -0.26
H -4.270113 0.150211 2.264173 0.50 0.27 -0.50
H -5.347886 -0.970208 2.885368 -0.19 -0.58 0.33
H -4.331319 -0.383599 0.043285 0.41 0.02 -0.50
H -5.707106 -1.390061 0.318725 -0.49 0.09 0.64
H -4.433899 -2.189101 -0.423435 0.63 0.47 -0.27
H -4.394674 -2.894988 4.029279 0.13 0.11 -0.87
H -3.925922 -2.257726 5.357648 0.37 0.31 0.32
C 5.962939 9.431036 1.384477 0.08 -0.52 -0.72
C 5.975692 8.032884 0.708464 1.53 0.56 1.38
C 4.653856 7.349173 0.555110 0.62 0.48 0.18
O 4.938156 6.009015 0.177243 0.01 1.27 0.21
C 3.775295 5.357081 -0.222021 -0.13 -0.97 0.08
N 6.691970 8.079904 -0.542424 0.21 0.05 -1.32
H 5.457255 9.435058 2.350072 -0.38 0.03 -0.19
H 5.583800 10.154948 0.663143 -0.37 0.15 0.27
H 6.983654 9.744918 1.602945 0.18 -0.14 -0.13
H 6.600553 7.427310 1.364927 -0.37 -0.47 0.57
H 4.054890 7.891506 -0.176466 -0.17 -0.21 -0.42
H 4.142528 7.467222 1.510473 -0.33 -0.59 0.21
H 3.246304 5.863722 -1.029232 -0.06 0.09 -0.09
H 3.115907 5.228377 0.636319 -0.41 0.00 0.07
H 4.089472 4.366583 -0.551107 -0.17 -0.06 -0.18
H 6.472400 7.235596 -1.051382 -0.48 -0.15 -0.28
H 7.683526 7.938483 -0.412408 0.24 0.46 0.37
C 0.127013 4.093153 5.116676 -0.89 -0.32 -0.39
C 0.877125 2.810276 5.486357 0.13 1.08 -1.18
C 1.317706 1.911117 4.299610 -0.01 -0.98 0.83
O 1.866795 0.707940 4.947627 -1.24 0.76 -0.40
C 2.109500 -0.384060 4.068688 0.56 0.53 0.48
N 2.033154 3.217271 6.263410 -0.52 -0.68 0.63
H -0.271945 4.562354 6.016007 0.26 -0.02 0.16
H -0.747441 3.889379 4.498682 -0.08 -0.16 -0.12
H 0.673468 4.856029 4.562149 0.48 -0.19 0.06
H 0.217441 2.219191 6.121607 0.05 -0.18 0.00
H 2.063940 2.348266 3.636190 0.41 0.36 0.29
H 0.513833 1.659212 3.607923 -0.49 -0.34 0.22
H 2.436882 -1.229055 4.674418 0.36 0.20 0.11
H 2.904462 -0.024140 3.415548 -0.04 -0.69 -0.58
H 1.238728 -0.780764 3.546682 -0.26 0.55 -0.26
H 2.495221 2.330002 6.402516 0.98 0.27 0.24
H 2.585842 3.869981 5.726198 0.33 -0.21 -0.08
C -2.621702 -8.080338 3.886675 -0.45 2.30 -0.92
C -4.056373 -7.937156 3.280561 2.00 -0.62 -0.75
C -4.071430 -7.389112 1.750480 -0.47 1.22 3.10
O -3.467303 -6.039081 1.752478 -0.21 -1.87 -0.23
C -3.245472 -5.598285 0.411510 -0.25 -0.65 0.71
N -4.606733 -9.295041 3.386137 -0.70 -0.13 -0.36
H -1.997635 -8.761654 3.308358 -0.06 -0.02 0.00
H -2.584995 -8.301406 4.953391 -0.40 -0.34 -0.04
H -2.245462 -7.060670 3.804096 0.81 -0.02 0.00
H -4.621487 -7.229888 3.887609 -0.16 -0.08 -0.10
H -5.136708 -7.247384 1.568279 -0.13 -0.17 -0.49
H -3.669441 -8.122695 1.051659 0.54 0.26 -0.10
H -4.198574 -5.355270 -0.058209 -0.10 0.12 -0.22
H -2.782416 -6.445841 -0.093798 0.21 0.31 -0.56
H -2.596786 -4.722378 0.420905 -0.03 -0.09 0.10
H -4.084380 -9.867713 2.738603 -0.11 -0.09 -0.79
H -4.177008 -9.656124 4.225814 -0.53 -0.06 0.64
C -1.819166 6.020033 -6.041030 0.41 0.96 -1.02
C -1.623343 4.885612 -5.116515 -1.08 -1.85 1.21
C -2.140269 5.073951 -3.663453 0.32 -0.08 -0.86
O -1.598774 4.066670 -2.821850 -0.21 -0.34 -0.66
C -1.969788 4.243478 -1.477260 0.09 0.40 0.00
N -2.302557 3.663168 -5.757967 0.82 1.46 0.39
H -1.236519 6.908133 -5.796277 -0.02 0.02 0.42
H -2.837395 6.349739 -6.247421 -0.17 -0.29 0.08
H -1.348904 5.637714 -6.946995 -0.40 0.27 -0.45
H -0.539329 4.783010 -5.066618 0.01 -0.72 0.00
H -3.219871 4.946739 -3.743223 -0.38 0.20 0.39
H -1.892463 6.038119 -3.219538 0.00 0.32 -0.19
H -3.049485 4.379183 -1.414452 -0.12 0.06 0.21
H -1.426302 5.115141 -1.112687 -0.17 0.27 0.41
H -1.678300 3.393448 -0.860337 0.06 -0.20 -0.30
H -3.291193 3.859796 -5.821468 -0.23 0.41 -0.17
H -2.260552 2.825235 -5.195638 0.55 0.27 -0.15
O 3.423697 -4.590003 -0.989857 0.12 -0.51 0.49
H 3.316306 -4.041041 -1.766604 -0.05 0.75 -0.77
H 4.357889 -4.539365 -0.787489 0.19 0.00 0.07
O 1.040800 3.913161 -2.970737 1.06 -0.95 0.12
H 1.215813 4.842989 -3.115717 0.32 0.71 0.00
H 0.097307 3.822842 -3.104491 -0.75 -0.02 0.11
O 2.791654 1.417499 -3.363008 0.18 -0.91 -0.19
H 3.442324 1.873189 -3.897048 0.19 0.43 -0.23
H 2.281611 2.118106 -2.956490 -0.41 0.79 0.05
O 3.457971 -2.787624 -3.199045 -0.71 -1.24 -0.41
H 3.965098 -3.023803 -3.975763 0.04 -0.16 -0.20
H 3.749704 -1.902164 -2.982057 0.69 0.93 0.78
O 4.105673 -1.860862 1.443491 0.64 0.18 0.51
H 3.301423 -2.377025 1.498171 -0.69 -0.64 -0.08
H 4.730301 -2.435896 1.001451 0.09 -0.11 -0.15
O 4.630756 -0.566282 -2.325571 0.55 -1.03 -1.42
H 4.391040 -0.134647 -1.505536 -0.26 0.71 1.49
H 4.209697 -0.040431 -3.005580 -0.21 0.61 -0.07
O 1.833804 -3.578232 1.054213 -0.31 -0.46 1.61
H 1.525220 -2.854758 0.508695 0.15 0.49 -0.89
H 2.092036 -4.256328 0.429927 0.37 -0.01 -0.33
```
Forces are in eV/Å.

Calculated values
Spin multiplicity: 2
Total charge: -1
Energy in eV: -101054.932
LUMO level (alpha / beta) in eV: 1.9 / 1.8
Frontier orbital gap (alpha / beta) in eV: 1.7 / 8.9



ORCA calculation (ωB97M-V/def2-TZVPD) on C44H24Cl4N4W as an isolated structure in a non-equilibrium geometry.

The geometry in XYZ format:
```
77
Properties=species:S:1:pos:R:3:forces:R:3
W -0.765776 0.066380 0.922487 0.93 -0.17 -0.40
Cl 0.749985 9.513811 -0.271680 -0.01 -0.52 0.10
C 0.565125 7.858260 -0.024513 -0.01 -0.13 -0.02
C -0.058104 7.369717 1.146200 -0.14 -0.03 0.24
C -0.268612 6.030237 1.317512 -0.02 0.38 0.08
C 0.118489 5.085187 0.326543 -0.13 -0.59 0.07
C 0.819990 5.588403 -0.803877 0.09 0.29 -0.26
C 1.034722 6.927850 -0.978577 0.08 -0.11 -0.19
C -0.219091 3.712688 0.459570 0.22 0.45 -0.31
C -0.186197 2.777310 -0.636032 -0.16 0.14 -0.58
C -0.325760 3.058401 -2.009620 0.02 -0.02 0.75
C 0.035942 1.924244 -2.710115 0.13 -0.75 0.45
C 0.433323 0.958630 -1.757170 -0.31 0.79 -0.43
C 1.379565 -0.089908 -1.901024 0.39 -0.47 -0.10
C 2.154660 -0.286555 -3.098253 -0.26 -0.01 0.33
C 2.628940 -1.585330 -3.416510 0.00 -0.08 -0.05
C 3.324678 -1.841813 -4.567105 0.13 0.01 -0.24
C 3.573032 -0.811258 -5.491931 -0.25 -0.04 0.42
Cl 4.347246 -1.142859 -6.956775 -0.06 0.09 0.21
C 3.151419 0.494486 -5.175291 0.07 0.04 -0.06
C 2.474337 0.748130 -4.009939 -0.04 0.06 -0.14
C 1.631996 -0.930211 -0.777725 0.56 -0.11 -0.23
N 0.654869 -1.307205 0.156025 -0.32 0.20 0.08
C 1.214669 -2.423671 0.811809 0.92 0.02 -0.32
C 0.480929 -3.368548 1.645913 -0.18 -0.58 0.16
C 0.611985 -4.775731 1.474234 -0.10 0.37 -0.06
C 1.553929 -5.390107 0.596957 0.17 -0.12 -0.03
C 1.647783 -6.748153 0.472838 0.11 -0.21 -0.05
C 0.773024 -7.610115 1.169799 -0.06 0.56 0.03
Cl 0.867931 -9.275940 0.974976 0.01 0.22 0.06
C -0.220230 -7.026919 1.981060 -0.09 -0.08 0.11
C -0.300356 -5.668957 2.107419 -0.01 -0.16 0.17
C -0.435688 -2.763961 2.550846 0.02 -0.30 0.17
C -1.170519 -3.178404 3.674292 0.45 0.47 -0.62
C -2.059484 -2.142554 4.020572 -0.14 0.62 -0.29
C -1.806595 -1.115025 3.138738 0.00 -0.56 0.53
N -0.793733 -1.452853 2.274683 -0.34 0.37 0.07
C -2.300716 0.167819 2.587588 0.54 0.04 -0.03
C -1.482169 1.338575 2.757635 -0.24 0.01 -0.01
C -0.908269 2.193829 3.748913 0.34 0.16 -0.02
C -0.433416 3.305951 3.082447 -0.22 -0.46 0.08
C -0.627737 3.097668 1.684100 -0.37 -0.18 0.06
N -1.264679 1.925503 1.519801 0.20 0.40 0.50
C -3.050776 0.090977 1.358695 -0.34 -0.44 -0.54
C -3.683759 1.235816 0.762651 -0.45 -0.18 -0.32
C -4.340063 1.145354 -0.433625 0.01 0.13 0.18
C -4.481058 -0.095372 -1.102920 0.23 -0.32 0.48
Cl -5.460360 -0.223389 -2.473563 0.24 0.08 0.19
C -3.887371 -1.233027 -0.542042 0.04 0.11 -0.22
C -3.149284 -1.164371 0.633009 -1.05 0.09 0.32
C 2.558766 -2.554830 0.457285 -0.74 0.08 0.44
C 2.824580 -1.628414 -0.539119 -0.70 0.58 -0.07
N 0.109846 1.420047 -0.472792 0.22 -0.26 0.04
H -0.386263 8.074205 1.894623 -0.06 0.07 0.06
H -0.798433 5.695775 2.194027 -0.11 0.07 0.09
H 1.219281 4.890289 -1.521922 0.14 0.05 -0.06
H 1.577488 7.289132 -1.839730 0.03 0.02 -0.05
H -0.688832 3.982647 -2.417142 0.00 0.17 -0.09
H 0.007242 1.794556 -3.774360 0.10 -0.04 -0.19
H 2.369504 -2.407243 -2.769107 -0.04 -0.13 -0.07
H 3.661927 -2.842899 -4.787250 -0.03 -0.09 -0.08
H 3.391716 1.300281 -5.851949 0.04 0.07 -0.05
H 2.237602 1.769764 -3.756877 0.05 0.08 -0.05
H 2.232192 -4.785720 0.021003 0.01 -0.06 -0.09
H 2.390139 -7.195225 -0.171189 0.06 0.05 -0.09
H -0.937125 -7.655334 2.488391 -0.04 -0.09 -0.02
H -1.117617 -5.268410 2.677455 -0.12 -0.09 0.01
H -1.042742 -4.079707 4.240765 0.02 -0.18 0.04
H -2.779479 -2.178412 4.813537 -0.17 0.10 0.21
H -0.906509 2.040767 4.813545 -0.05 -0.06 0.14
H 0.061566 4.145738 3.530361 0.09 0.14 0.14
H -3.744645 2.154941 1.334525 0.19 0.00 -0.15
H -4.827349 2.019617 -0.835638 -0.14 0.07 -0.06
H -4.066115 -2.193754 -0.998477 0.05 -0.11 -0.09
H -2.928020 -2.109313 1.129863 0.29 0.28 -0.18
H 3.264574 -3.207550 0.931723 0.11 -0.21 0.02
H 3.767936 -1.433938 -1.010576 0.16 -0.01 -0.15
```
Forces are in eV/Å.

Calculated values
Total charge: +4
Energy in eV: -103850.614
LUMO level (alpha / beta) in eV: -13.2 / -13.7
Frontier orbital gap (alpha / beta) in eV: 4.7 / 4.2



- Number 1 is which compound?
  C44H135N11O18